(1)
# C3H9NOS2

A cluster of 2 separate species, C3H9NOS2 in total (ωB97M-V/def2-TZVPD, OMol25).

Its HOMO-LUMO gap is 9.19 eV. As for the charge: 0. The calculation puts the energy above the lowest of the compared OMol25 structures with the same formula, charge and spin at 3.3 kcal/mol. Its SMILES is CSSC.NC=O. As for the calculated total energy: -28465.297 eV.

Last column: natural (NBO) charge in e.
Element x y z (Å)
C 2.42124 -1.35063 0.49709  -0.73
S 0.63073 -1.44716 0.22563  0.06
S 0.38956 0.09219 -1.13782  0.07
C -0.59086 -0.77712 -2.38266  -0.74
H 2.93051 -1.30698 -0.46160  0.23
H 2.65964 -0.48032 1.10224  0.22
H 2.70535 -2.25724 1.02792  0.23
H -1.49815 -1.17545 -1.93569  0.22
H -0.85709 -0.03859 -3.13785  0.23
H -0.02316 -1.58113 -2.84472  0.22
N -1.65276 1.03424 1.58092  -0.83
C -1.42227 2.36317 1.40842  0.53
O -1.29701 3.16568 2.30570  -0.60
H -1.65115 0.70373 2.53537  0.39
H -1.33697 0.39145 0.86867  0.40
H -1.40761 2.66417 0.34837  0.10

(2)
# C3H9NS

A cluster of 2 separate species, C3H9NS in total in a non-equilibrium geometry (ωB97M-V/def2-TZVPD, OMol25).

Its HOMO-LUMO gap (spin up / spin down) is 2.15 / 8.60 eV. As for the charge: -1. The calculation puts the energy above the lowest of the compared OMol25 structures with the same formula, charge and spin at 54.7 kcal/mol. Its spin multiplicity is 2. As for the calculated total energy: -15579.675 eV.

Last column: natural (NBO) charge in e.
Element x y z (Å)
C -0.78026 -1.12954 -3.55348  -0.34
N 0.36619 -0.89548 -3.04380  -0.63
H -1.04748 -0.41858 -4.33112  0.15
H -1.41637 -1.92398 -3.16841  0.11
H 0.47122 -1.48811 -2.21379  0.29
C -0.79269 0.92497 1.03930  -1.07
S 0.65083 1.91761 1.71286  0.07
C 1.35363 0.46950 2.59955  -0.75
H -0.52801 0.00647 0.48915  0.17
H -1.47195 0.60866 1.84649  0.18
H -1.43116 1.50331 0.37274  0.21
H 0.73437 0.12012 3.42021  0.20
H 2.37765 0.68218 2.90794  0.21
H 1.51403 -0.37713 1.92235  0.21

(3)
# C3H9NS

A cluster of 2 separate species, C3H9NS in total in a non-equilibrium geometry (ωB97M-V/def2-TZVPD, OMol25).

Its HOMO-LUMO gap is 9.48 eV. As for the charge: 0. The calculation puts the energy above the lowest of the compared OMol25 structures with the same formula, charge and spin at 35.0 kcal/mol. Its SMILES is C=N.CSC. As for the calculated total energy: -15580.814 eV.

Last column: natural (NBO) charge in e.
Element x y z (Å)
C -0.45051 -2.46291 -2.99139  -0.04
N 0.47042 -1.81492 -2.44004  -0.60
H -0.38925 -3.54990 -3.01678  0.15
H -1.36623 -2.07169 -3.44921  0.14
H 0.39598 -0.79453 -2.44498  0.34
C 0.38169 -0.26640 1.69209  -0.76
S 0.74061 1.18351 0.69441  0.16
C -0.07997 2.63307 1.47400  -0.74
H 0.74649 -1.18250 1.24195  0.24
H -0.66985 -0.40035 1.94782  0.22
H 0.94582 -0.14186 2.61099  0.21
H 0.08407 3.44788 0.75581  0.24
H -1.16706 2.73089 1.46176  0.22
H 0.35779 2.68971 2.46357  0.22

(4)
# C3H9NS2

The ion C3H9NS2 with charge -1 in a non-equilibrium geometry (ωB97M-V/def2-TZVPD, OMol25).

Its HOMO-LUMO gap (spin up / spin down) is 5.14 / 5.92 eV. As for the charge: -1. The calculation puts the energy above the lowest of the compared OMol25 structures with the same formula, charge and spin at 48.2 kcal/mol. Its spin multiplicity is 2. As for the calculated total energy: -26415.657 eV.

Last column: natural (NBO) charge in e.
Element x y z (Å)
N -0.39230 0.28175 -1.45510  -0.89
C 0.71063 0.49044 -0.56711  -0.07
C 0.31393 1.66671 0.45376  -0.63
C 1.07259 -0.70676 0.33030  -0.55
S -0.29343 -1.99321 0.81162  -0.45
S -2.37344 -2.67191 0.87433  -0.43
H -1.26637 0.30528 -0.94386  0.39
H -0.17894 -0.15949 -2.32735  0.38
H 1.69942 0.79128 -0.84236  0.18
H 0.10005 2.52097 -0.21966  0.20
H 1.08196 1.71487 1.24716  0.21
H -0.75366 1.24441 0.71336  0.20
H 1.55663 -0.52177 1.26819  0.19
H 1.71931 -1.46223 -0.14276  0.19
H -2.99638 -1.50034 0.79949  0.08

(5)
# C3H9NS2

The molecule C3H9NS2 in a non-equilibrium geometry (ωB97M-V/def2-TZVPD, OMol25).

Its HOMO-LUMO gap is 9.56 eV. As for the charge: 0. The calculation puts the energy above the lowest of the compared OMol25 structures with the same formula, charge and spin at 15.4 kcal/mol. Its SMILES is NCCCSS. As for the calculated total energy: -26417.011 eV.

Last column: natural (NBO) charge in e.
Element x y z (Å)
N -0.59471 0.66489 -2.21941  -0.86
C 0.07818 0.41903 -0.94329  -0.21
C -0.51102 -0.81255 -0.20395  -0.45
C -0.65817 -0.57658 1.26001  -0.53
S 0.77550 -1.06060 2.25486  0.10
S 2.48929 -0.11799 1.78343  -0.15
H -1.51758 1.03533 -2.13675  0.36
H -0.02470 1.15718 -2.89156  0.37
H -0.06661 1.34124 -0.36385  0.16
H 1.15680 0.33593 -1.06824  0.20
H 0.13191 -1.63869 -0.50145  0.22
H -1.44657 -1.07071 -0.71873  0.22
H -1.33135 -1.18579 1.88103  0.24
H -1.01592 0.44317 1.43941  0.22
H 2.53495 1.06615 2.42848  0.12

(6)
# C3H9NS2

A cluster of 2 separate species, C3H9NS2 in total in a non-equilibrium geometry (ωB97M-V/def2-TZVPD, OMol25).

Its HOMO-LUMO gap is 8.57 eV. As for the charge: 0. The calculation puts the energy above the lowest of the compared OMol25 structures with the same formula, charge and spin at 38.9 kcal/mol. Its SMILES is C=NC.CSS. As for the calculated total energy: -26415.989 eV.

Last column: natural (NBO) charge in e.
Element x y z (Å)
C -0.15948 -0.83520 -1.86055  -0.06
N -0.06769 -1.11897 -0.63870  -0.39
C -1.27374 -1.66876 -0.01484  -0.44
H 0.73405 -0.57662 -2.42686  0.17
H -1.12615 -0.64465 -2.34868  0.13
H -2.17688 -1.52302 -0.61151  0.17
H -1.08532 -2.72108 0.18322  0.21
H -1.37497 -1.16770 0.94632  0.19
C 0.68492 2.23753 0.63315  -0.74
S 2.10579 1.16383 0.33203  0.10
S 1.89610 -0.27321 1.79169  -0.15
H -0.28265 1.73970 0.67466  0.22
H 0.84418 2.83326 1.52757  0.22
H 0.68992 2.83901 -0.27843  0.23
H 0.59192 -0.28413 2.09094  0.12

Repeat the fourth record exactly.
# C3H9NS2

The ion C3H9NS2 with charge -1 in a non-equilibrium geometry (ωB97M-V/def2-TZVPD, OMol25).

Its HOMO-LUMO gap (spin up / spin down) is 5.14 / 5.92 eV. As for the charge: -1. The calculation puts the energy above the lowest of the compared OMol25 structures with the same formula, charge and spin at 48.2 kcal/mol. Its spin multiplicity is 2. As for the calculated total energy: -26415.657 eV.

Last column: natural (NBO) charge in e.
Element x y z (Å)
N -0.39230 0.28175 -1.45510  -0.89
C 0.71063 0.49044 -0.56711  -0.07
C 0.31393 1.66671 0.45376  -0.63
C 1.07259 -0.70676 0.33030  -0.55
S -0.29343 -1.99321 0.81162  -0.45
S -2.37344 -2.67191 0.87433  -0.43
H -1.26637 0.30528 -0.94386  0.39
H -0.17894 -0.15949 -2.32735  0.38
H 1.69942 0.79128 -0.84236  0.18
H 0.10005 2.52097 -0.21966  0.20
H 1.08196 1.71487 1.24716  0.21
H -0.75366 1.24441 0.71336  0.20
H 1.55663 -0.52177 1.26819  0.19
H 1.71931 -1.46223 -0.14276  0.19
H -2.99638 -1.50034 0.79949  0.08

- Look up the calculated total energy of the second one.
  -15579.675 eV